[1]
# BeH8O4

A molecular structure, BeH8O4 (ωB97M-V with the def2-TZVPD basis set, the Open Molecules 2025 dataset).

XYZ file:
```
13
Properties=species:S:1:pos:R:3:forces:R:3
Be 0.12331 0.15134 0.08122 -1.189 -0.706 -0.634
O 0.41708 -0.57759 1.51230 -0.658 -2.139 -0.955
H 0.47103 -0.19018 2.35544 0.472 1.734 2.002
H 0.12756 -1.48949 1.78133 0.276 0.559 -0.935
O -0.16981 -1.21159 -1.03422 -0.429 1.381 1.466
H 0.41270 -1.68279 -1.59153 1.474 -0.880 -1.184
H -0.97450 -1.73381 -1.03050 -0.560 -0.139 0.059
O -1.44082 0.79173 -0.10520 2.013 2.633 0.965
H -2.30361 0.47816 -0.24701 -1.968 -1.474 -0.470
H -1.62336 1.74517 0.09421 0.482 -0.653 -0.147
O 1.32680 1.10338 -0.44313 0.728 0.564 -0.310
H 1.69682 2.04061 -0.37476 -0.766 -1.501 0.013
H 1.93679 0.57507 -0.99814 0.124 0.621 0.130
```
Positions in Å, forces in eV/Å.

M (g/mol): 81.1
HOMO energy (eV): -22.74
Gap between HOMO and LUMO (eV): 14.6
LUMO level (eV): -8.126
Energy above the lowest of the compared OMol25 structures with the same formula, charge and spin (kJ/mol): 56.8
Charge: +2

=====

[2]
# C5H7NO

C5H7NO in the gas phase (ωB97M-V with the def2-TZVPD basis set, the Open Molecules 2025 dataset).

XYZ file:
```
14
Properties=species:S:1:pos:R:3:forces:R:3
O -2.13010 -1.70337 -0.00180 0.699 0.013 0.031
C -1.02726 -1.46050 0.31530 0.224 -2.349 0.605
C -1.17714 0.85074 -0.01879 0.058 0.798 0.566
C 0.08622 1.10897 -0.77806 0.162 0.063 0.227
C 1.20047 0.44092 -0.48685 -0.227 0.014 -0.042
C 1.29356 -0.71317 0.49147 0.205 -0.096 -0.070
N 0.06835 -1.41520 0.84770 -0.135 -0.775 -0.613
H -1.47406 1.64624 0.64350 -0.107 1.235 -0.305
H -2.03110 0.63130 -0.68272 0.404 -0.216 0.639
H 0.08585 1.86508 -1.56240 0.077 -0.086 0.165
H 2.14239 0.69993 -0.97189 -0.201 -0.150 0.027
H 1.79151 -0.38725 1.41341 -0.160 -0.105 -0.086
H 1.93272 -1.48417 0.05585 0.194 0.152 0.001
H -0.90086 0.14917 0.81075 -1.193 1.500 -1.146
```
Positions in Å, forces in eV/Å.

SMILES string: C/C=C\CN=C=O
M (g/mol): 97.1
HOMO energy (eV): -9.59
Gap between HOMO and LUMO (eV): 10.5
LUMO level (eV): 0.888
Energy above the lowest of the compared OMol25 structures with the same formula, charge and spin (kJ/mol): 210.8
Charge: 0

=====

[3]
# C35H41BrCoF3N5O4S3Si

A molecular structure, C35H41BrCoF3N5O4S3Si (ωB97M-V with the def2-TZVPD basis set, the Open Molecules 2025 dataset).

XYZ file:
```
94
Properties=species:S:1:pos:R:3:forces:R:3
Co 0.97172 1.11406 -2.51953 -0.819 1.004 -0.877
C 1.47588 -2.81465 -3.63805 -0.197 0.108 0.060
C 0.90540 -1.46432 -3.34113 1.536 0.199 -0.518
N 1.61893 -0.37546 -3.41521 -0.571 -0.727 0.302
N 2.91810 -0.37420 -3.72846 0.838 -0.569 -0.380
C 3.42992 0.81590 -3.41200 -1.684 0.469 0.170
O 2.70354 1.76394 -2.96891 1.533 0.022 0.125
C 4.87569 1.02523 -3.56454 0.714 -0.037 -0.114
C 5.72481 -0.03976 -3.86984 -0.223 0.110 0.028
C 7.09093 0.15779 -3.94399 0.225 0.017 -0.030
C 7.63075 1.41966 -3.72590 -0.100 -0.006 0.054
C 6.78905 2.48040 -3.41815 0.164 0.046 -0.037
C 5.42176 2.28627 -3.33402 -0.263 -0.102 -0.018
C -0.41393 -1.22823 -2.83575 -1.211 0.577 0.439
C -1.40278 -2.20815 -2.67791 0.637 -0.086 -0.331
C -2.65584 -1.85564 -2.23600 -0.259 0.570 0.244
C -2.90298 -0.51894 -1.92703 -0.083 -0.601 -0.181
C -1.87168 0.38951 -2.05478 0.000 0.482 -0.010
N -0.65836 0.07101 -2.48801 -0.374 -1.225 0.470
H 2.50821 -2.68559 -3.95178 -0.010 -0.032 -0.008
H 0.91500 -3.32506 -4.42506 -0.010 -0.047 0.019
H 1.45451 -3.42624 -2.73258 0.000 -0.067 -0.022
H 5.28709 -1.01566 -4.02243 0.005 -0.029 0.013
H 7.75034 -0.67641 -4.15319 -0.033 -0.018 -0.037
H 8.70234 1.57274 -3.77672 0.000 -0.012 -0.003
H 7.20699 3.46203 -3.23024 -0.020 0.011 -0.007
H 4.74886 3.09402 -3.07999 -0.014 0.001 0.030
H -1.15902 -3.23844 -2.90241 -0.010 0.003 -0.059
H -3.43281 -2.59971 -2.10941 0.035 -0.038 -0.013
H -3.86727 -0.19621 -1.56094 -0.003 0.053 0.001
H -2.01702 1.42559 -1.77457 0.160 0.031 -0.025
S 0.37507 2.73622 -1.09033 -0.117 0.240 0.317
C -0.47743 3.95658 -1.98496 -0.037 0.087 0.036
C -0.96542 5.05518 -1.27194 -0.033 0.029 -0.075
C -1.64723 6.10307 -1.88133 0.111 -0.346 -0.470
C -2.10256 7.20563 -1.11325 -0.139 0.362 0.295
N -2.46307 8.09960 -0.47980 0.005 -0.052 -0.023
C -1.86406 6.05304 -3.27828 0.266 -0.332 0.496
C -1.38960 4.96137 -3.99587 -0.095 0.208 0.135
C -0.69616 3.90377 -3.39338 0.010 -0.077 -0.109
S -0.14264 2.60303 -4.38187 0.154 -0.322 0.057
C -2.55538 7.10480 -3.93388 -0.243 0.361 -0.288
N -3.11625 7.95751 -4.47089 0.026 -0.058 0.006
H -0.79288 5.08079 -0.20391 -0.013 0.054 0.025
H -1.55481 4.92188 -5.06421 0.006 -0.009 -0.011
F 4.67578 1.03616 -0.15542 -0.115 -0.048 -0.079
C 4.33976 -0.22560 0.14116 -0.060 -0.085 0.192
F 5.06865 -0.57726 1.22548 -0.095 0.003 -0.037
F 4.75652 -1.00945 -0.86930 -0.085 0.063 -0.026
S 2.51353 -0.43176 0.47839 1.653 0.044 0.068
O 2.32550 0.45087 1.60231 -0.161 0.141 -0.056
O 2.44055 -1.84645 0.77195 -0.185 -0.125 -0.098
O 1.94302 -0.01972 -0.78866 -0.163 -0.191 0.244
C -1.61832 -3.91347 1.30589 0.062 0.102 0.034
C -2.55180 -3.04721 2.16772 0.078 0.033 0.001
C -3.74300 -2.70435 1.26388 0.060 0.117 0.157
C -3.05787 -3.89506 3.34251 0.110 0.218 -0.010
Si -1.62345 -1.43074 2.75494 -0.031 0.066 -0.429
Br -0.56683 -0.74976 0.86424 -0.748 -0.177 0.773
C -0.29047 -1.77858 4.12026 0.027 0.035 -0.072
C 0.67401 -0.59277 4.26260 -0.032 0.094 -0.082
C -0.92184 -2.05852 5.49192 -0.204 0.065 -0.233
C 0.57345 -2.98264 3.71663 -0.119 0.012 -0.109
C -2.83194 0.03384 3.19417 0.084 -0.055 -0.085
C -2.03953 1.19758 3.80609 0.070 -0.148 -0.003
C -3.48902 0.58802 1.92039 0.097 -0.113 -0.047
C -3.93184 -0.37172 4.18461 0.168 -0.196 -0.096
H -2.12225 -4.85642 1.06531 -0.039 -0.033 0.014
H -0.67762 -4.14170 1.79985 0.014 -0.075 -0.044
H -1.37978 -3.40528 0.37239 0.028 -0.026 -0.037
H -4.13823 -3.62555 0.82145 -0.005 -0.050 0.007
H -3.42445 -2.05084 0.45174 -0.076 0.017 -0.048
H -4.55514 -2.22486 1.81290 -0.025 0.026 -0.029
H -3.67627 -4.71771 2.96794 0.004 -0.037 -0.022
H -3.66731 -3.30354 4.02930 -0.027 -0.062 0.082
H -2.22291 -4.32622 3.89661 -0.058 -0.039 0.072
H 0.20347 0.26858 4.73253 0.038 0.006 -0.003
H 1.08917 -0.28356 3.30482 0.048 0.052 -0.039
H 1.51930 -0.89204 4.89134 -0.018 -0.049 0.061
H -1.44000 -1.17519 5.87038 -0.004 -0.004 0.076
H -0.14052 -2.32315 6.21091 0.046 0.004 0.005
H -1.63844 -2.88072 5.44908 0.004 -0.023 0.115
H 1.02443 -2.82718 2.73422 0.029 -0.068 -0.038
H 0.00544 -3.91507 3.72234 0.030 -0.025 -0.027
H 1.39309 -3.09284 4.43361 -0.005 0.024 0.061
H -1.15887 1.43217 3.20687 0.039 0.082 0.026
H -1.72606 0.97345 4.82636 0.041 0.038 0.017
H -2.66896 2.09192 3.84027 -0.060 0.006 -0.005
H -2.73529 1.01059 1.25702 -0.030 0.051 -0.049
H -4.19268 1.38316 2.18640 -0.021 0.017 0.059
H -4.02969 -0.17565 1.36546 -0.071 0.062 -0.026
H -3.51231 -0.82119 5.08668 -0.065 -0.013 0.064
H -4.62889 -1.08479 3.74022 -0.046 -0.017 0.034
H -4.49977 0.51428 4.48467 -0.040 0.027 -0.012
```
Positions in Å, forces in eV/Å.

Multiplicity: 2
M (g/mol): 915.9
HOMO energy (spin up / spin down) (eV): -1.57 / -1.52
Gap between HOMO and LUMO (spin up / spin down) (eV): 5.2 / 5.2
LUMO level (spin up / spin down) (eV): 3.678 / 3.678
Energy above the lowest of the compared OMol25 structures with the same formula, charge and spin (kJ/mol): 71.3
Charge: -2

=====

[4]
# C4H5N3O

C4H5N3O in the gas phase (ωB97M-V with the def2-TZVPD basis set, the Open Molecules 2025 dataset).

XYZ file:
```
13
Properties=species:S:1:pos:R:3:forces:R:3
C -2.74219 -0.31723 0.17139 -1.476 -0.827 -1.085
C -0.38678 0.22969 -0.18763 0.436 0.930 2.255
C 0.67836 1.30360 0.05655 -5.397 2.479 -1.545
C 2.06109 -0.37083 0.02074 4.722 -3.251 -1.623
H -3.02882 -1.26387 -0.56331 1.363 2.568 1.622
H -2.42569 -0.69003 1.15156 -0.439 -0.195 -0.237
H -3.70167 0.31644 0.23437 1.663 -0.943 0.021
H 0.38753 2.47689 0.07158 0.475 -2.963 0.112
H 3.05917 -0.95725 -0.25334 -0.920 2.822 1.091
N 1.87557 0.97938 0.12552 2.501 -1.630 0.263
N 1.28025 -1.39253 -0.02682 -2.835 1.990 0.633
N -0.05328 -1.00696 0.02506 -1.143 -0.348 -0.967
O -1.70890 0.62340 -0.23418 1.050 -0.633 -0.540
```
Positions in Å, forces in eV/Å.

SMILES string: COc1cncnn1
M (g/mol): 111.1
HOMO energy (eV): -9.77
Gap between HOMO and LUMO (eV): 9.9
LUMO level (eV): 0.148
Energy above the lowest of the compared OMol25 structures with the same formula, charge and spin (kJ/mol): 410.8
Charge: 0

=====

Question: The highest charge belongs to which entry?
Answer: BeH8O4

=====

Question: Which formula does entry 3 have?
Answer: C35H41BrCoF3N5O4S3Si

=====

Question: Among the records above, which one has the highest M?
Answer: C35H41BrCoF3N5O4S3Si